1.
{"formula": "C29H46BrN3P2SV", "method": "ωB97M-V/def2-TZVPD", "molar_mass_g_mol": 661.6, "homo_energy_ev": [-18.61, -18.61], "total_charge": 4, "homo_lumo_gap_ev": [3.5, 3.5], "multiplicity": 2, "symbols": ["C", "C", "C", "C", "N", "C", "C", "C", "C", "C", "C", "C", "C", "C", "V", "P", "H", "H", "H", "H", "H", "H", "H", "H", "C", "C", "H", "H", "H", "H", "H", "C", "C", "H", "H", "H", "H", "H", "C", "C", "H", "H", "H", "H", "H", "Br", "P", "C", "C", "H", "H", "H", "H", "H", "C", "C", "H", "H", "H", "H", "H", "C", "C", "H", "H", "H", "H", "H", "S", "C", "N", "C", "C", "C", "N", "H", "H", "H", "H", "H", "H", "H", "H"], "xyz": [[-0.660315, 6.754371, -4.652863], [-0.959884, 5.417103, -4.995828], [-1.276613, 5.177626, -6.356529], [-1.276456, 6.244192, -7.261912], [-0.947469, 7.490517, -6.939837], [-0.651452, 7.717564, -5.667190], [-1.019529, 4.331055, -4.066283], [-1.403355, 3.091310, -4.167719], [-1.459506, 1.852877, -3.493508], [-0.164055, 1.401461, -3.071244], [-0.106204, 0.360029, -2.159109], [-1.185456, 0.021518, -1.333186], [-2.382496, 0.758074, -1.518473], [-2.486527, 1.749784, -2.489938], [-0.976086, 3.402921, -2.332983], [2.630968, -1.055006, -1.213822], [-1.474773, 4.182721, -6.732496], [-0.440044, 7.067230, -3.642123], [-1.528269, 6.037125, -8.304141], [-0.387831, 8.747514, -5.460560], [-3.456296, 2.258726, -2.675939], [0.723973, 1.609223, -3.683873], [-3.246647, 0.461131, -0.922645], [0.843232, -0.176875, -2.017771], [2.473653, -2.256170, 0.151203], [2.998080, -3.664051, -0.112948], [1.389733, -2.295325, 0.346727], [2.974240, -1.825845, 1.033833], [2.896275, -4.276508, 0.790933], [2.440538, -4.183703, -0.901456], [4.059649, -3.646986, -0.383377], [3.243858, -1.919500, -2.708560], [3.972340, -1.011697, -3.696214], [2.359578, -2.357688, -3.204879], [3.884012, -2.741871, -2.360962], [3.690480, -1.273622, -4.718540], [3.737838, 0.047173, -3.558968], [5.057195, -1.129463, -3.630660], [3.942115, 0.115070, -0.731586], [5.270820, -0.538677, -0.369884], [3.567399, 0.704601, 0.123917], [4.073508, 0.806801, -1.578329], [5.994593, 0.240651, -0.109215], [5.191024, -1.200623, 0.498322], [5.714160, -1.113712, -1.189821], [-0.947228, -1.066771, 0.136628], [-2.452802, -2.540104, -3.939288], [-0.663485, -2.652588, -3.648602], [-0.099648, -4.058033, -3.887802], [-0.485860, -2.323981, -2.616663], [-0.208816, -1.920370, -4.328769], [0.992612, -4.015631, -3.947176], [-0.361159, -4.735595, -3.068615], [-0.463920, -4.497913, -4.823204], [-3.348584, -2.426712, -2.373664], [-4.587647, -3.339382, -2.386254], [-3.627260, -1.378641, -2.213678], [-2.674211, -2.701893, -1.556210], [-4.963235, -3.494293, -1.370656], [-5.386058, -2.890223, -2.986825], [-4.357579, -4.324876, -2.809268], [-2.788331, -1.151614, -5.020813], [-3.007515, -1.569634, -6.486631], [-1.920968, -0.491909, -4.915561], [-3.688082, -0.651999, -4.634540], [-3.351206, -0.708823, -7.070995], [-2.085828, -1.938347, -6.949133], [-3.764574, -2.356945, -6.572432], [0.339668, 3.023983, -0.081193], [0.043282, 2.059593, 1.355984], [-1.098545, 2.215992, 2.042932], [-1.422283, 1.556292, 3.310645], [-0.150748, 1.218419, 4.067974], [0.834109, 0.500073, 3.160812], [0.951682, 1.201275, 1.878465], [-1.804051, 2.754423, 1.573637], [-2.004539, 0.640315, 3.123148], [-2.040544, 2.249206, 3.892421], [-0.394636, 0.585224, 4.931389], [0.305651, 2.137654, 4.462206], [0.505953, -0.544210, 3.019212], [1.824410, 0.479939, 3.636432], [1.724376, 0.946948, 1.274622]], "atomic_forces_ev_per_a": [[-0.03, -0.20, -0.27], [0.12, 1.20, -0.53], [0.24, 0.29, 0.01], [-0.02, -0.81, -0.13], [-0.17, -0.58, 0.14], [0.13, 0.31, 0.42], [-0.56, 0.57, -1.20], [-0.15, -0.79, 0.34], [-0.21, 0.46, -0.55], [-0.07, -0.34, -1.04], [-0.41, -0.95, 0.88], [-0.85, 2.33, -0.58], [1.05, -2.06, 1.41], [-0.57, 0.75, -1.51], [1.41, 0.51, 2.71], [1.77, -0.39, 0.32], [-0.12, -0.04, 0.11], [0.05, -0.08, 0.06], [0.06, 0.19, 0.25], [0.01, -0.04, 0.30], [0.63, -0.44, 0.10], [-0.42, 0.20, 0.21], [0.11, 0.39, -0.04], [0.37, -0.46, -0.19], [-0.82, 0.01, 0.30], [0.24, -0.41, -0.22], [0.47, -0.15, 0.29], [-0.24, 0.08, -0.27], [0.01, 0.25, -0.11], [0.14, 0.18, 0.09], [-0.19, -0.10, 0.09], [-0.71, 0.06, -0.26], [0.17, 0.15, -0.40], [0.34, -0.12, 0.28], [-0.26, 0.09, -0.01], [0.09, 0.02, 0.11], [0.05, -0.05, -0.08], [-0.18, 0.10, 0.09], [-0.44, 0.81, -0.13], [0.50, -0.51, 0.17], [0.15, -0.09, -0.32], [-0.06, -0.07, 0.37], [-0.18, -0.02, -0.05], [-0.03, 0.09, -0.12], [-0.19, 0.12, 0.06], [-0.34, -0.64, 0.22], [0.42, 0.40, 0.75], [0.14, -0.17, -0.30], [0.22, -0.32, 0.04], [-0.07, -0.07, -0.10], [-0.03, -0.16, 0.03], [-0.19, -0.06, 0.00], [-0.01, 0.09, -0.17], [0.12, 0.13, 0.18], [-0.27, -0.39, 0.24], [-0.36, -0.12, -0.07], [-0.05, -0.15, -0.20], [0.05, -0.14, -0.25], [0.05, 0.11, -0.19], [0.09, -0.16, 0.12], [-0.06, 0.20, 0.16], [-0.63, 0.04, -0.43], [0.03, 0.03, -0.38], [-0.07, 0.08, -0.04], [0.19, -0.08, -0.05], [0.09, -0.19, 0.15], [-0.14, 0.04, 0.12], [0.11, 0.21, 0.05], [-0.05, 0.31, -0.62], [-0.83, -1.29, 1.62], [0.84, -0.05, -1.16], [-0.23, -0.24, 0.42], [0.15, 0.36, 0.26], [-0.08, -0.26, 0.62], [-0.24, 0.89, -1.48], [-0.12, 0.40, 0.24], [0.07, 0.30, -0.07], [0.08, -0.20, -0.17], [0.09, 0.18, -0.27], [-0.12, -0.22, -0.12], [0.14, 0.32, -0.24], [-0.24, -0.01, -0.26], [-0.04, 0.40, 0.25]]}

=====

2.
{"formula": "C29H46Cl2N4Re", "method": "ωB97M-V/def2-TZVPD", "molar_mass_g_mol": 707.8, "homo_energy_ev": [3.00, 0.77], "total_charge": -2, "homo_lumo_gap_ev": [1.3, 3.4], "multiplicity": 4, "symbols": ["Re", "Cl", "C", "C", "N", "H", "N", "H", "C", "C", "C", "H", "H", "H", "H", "H", "H", "C", "H", "H", "H", "C", "C", "H", "H", "C", "H", "C", "H", "H", "H", "H", "H", "C", "H", "C", "N", "H", "N", "H", "C", "C", "C", "H", "H", "H", "H", "H", "H", "C", "H", "H", "H", "C", "C", "H", "H", "C", "H", "C", "H", "H", "H", "H", "H", "C", "H", "C", "Cl", "C", "C", "C", "C", "C", "C", "C", "H", "H", "H", "H", "H", "H"], "xyz": [[0.050079, 0.077274, 0.196960], [0.139722, 0.109324, -2.198595], [2.263192, -3.655853, -0.109382], [1.365541, -1.580867, -0.069340], [1.109477, -2.938415, -0.216346], [4.331851, -2.992476, 0.165479], [2.746081, -1.530979, 0.024992], [2.302295, -4.727987, -0.208766], [-0.215489, -3.579433, -0.353209], [-0.040375, -5.039383, -0.739076], [-0.955887, -3.524895, 0.976922], [0.418195, -5.630822, 0.060539], [-1.034041, -5.467573, -0.917113], [0.536301, -5.156612, -1.663121], [-1.899470, -3.470729, -1.676832], [-0.383819, -2.809832, -2.371227], [-0.911637, -2.532703, 1.441385], [-0.987514, -2.897518, -1.462862], [-0.524398, -4.242217, 1.685751], [-2.012428, -3.780171, 0.824866], [-1.310398, -1.889393, -1.184357], [3.277896, -2.786706, 0.072323], [3.679889, 0.127454, 1.576722], [3.959510, -0.712390, 2.226004], [4.447886, 0.909581, 1.668843], [3.567890, -0.306083, 0.120603], [3.288209, 1.756831, -0.505879], [4.972484, -0.617846, -0.383973], [4.965021, -1.071573, -1.381015], [2.735396, 0.543522, 1.951442], [1.757042, 0.814142, -0.439743], [5.515131, -1.277370, 0.305859], [5.540285, 0.318306, -0.438896], [2.877967, 0.758098, -0.707319], [2.865360, 0.517775, -1.777171], [-3.317452, 2.837364, -0.225487], [-2.776901, 1.589591, -0.140915], [-2.337566, 4.803754, -0.191271], [-1.140798, 3.013561, -0.089466], [-4.379598, 3.013395, -0.262982], [-3.567419, 0.351680, -0.258656], [-5.003914, 0.633574, 0.163248], [-3.536489, -0.140756, -1.708242], [-5.528850, 1.257355, -0.570859], [-5.548974, -0.315471, 0.223232], [-5.057197, 1.112894, 1.147661], [-3.438413, -1.652149, 0.516582], [-2.926734, -0.389092, 1.681803], [-2.515538, -0.121291, -2.111920], [-2.919677, -0.688367, 0.627475], [-4.183827, 0.473160, -2.345969], [-3.911563, -1.173535, -1.748094], [-1.840911, -0.862257, 0.286785], [-2.297725, 3.725761, -0.189294], [0.884122, 3.427612, -1.410541], [0.404494, 4.074722, -2.154120], [1.943828, 3.701680, -1.329536], [0.208701, 3.604787, -0.053670], [2.044389, 3.161243, 1.009180], [0.085198, 5.092471, 0.232536], [-0.463975, 5.291172, 1.158991], [0.817170, 2.397763, -1.779001], [0.950194, 1.746745, 0.885387], [-0.399436, 5.619324, -0.598283], [1.091047, 5.512499, 0.339076], [0.982077, 2.885436, 1.031158], [0.541265, 3.048182, 2.019120], [-1.396138, 1.657606, -0.114412], [0.558399, 2.136349, 4.412917], [1.244033, 0.558857, 4.264807], [2.240548, 0.207858, 5.174459], [2.821844, -1.057998, 5.115869], [2.404585, -1.971926, 4.145658], [1.379088, -1.627657, 3.254307], [0.812007, -0.351447, 3.274786], [-0.275544, 0.032377, 2.221774], [2.559946, 0.944537, 5.909680], [3.625267, -1.318138, 5.810872], [2.861662, -2.962258, 4.081864], [1.005056, -2.371102, 2.541738], [-1.090187, -0.700839, 2.297499], [-0.668737, 1.026193, 2.490485]], "atomic_forces_ev_per_a": [[-0.79, -0.77, -3.32], [-0.19, -0.03, -2.21], [0.85, -0.67, 0.13], [0.05, 0.00, 1.30], [0.08, 0.84, 0.05], [-0.18, 0.01, -0.04], [-0.55, 0.08, -0.04], [0.05, 0.17, 0.04], [0.14, 0.09, 0.03], [-0.13, -0.39, -0.04], [-0.26, 0.04, 0.47], [0.00, 0.02, -0.16], [0.15, 0.08, 0.05], [-0.03, -0.02, 0.12], [0.18, -0.06, -0.01], [-0.10, -0.04, 0.13], [0.02, -0.18, -0.30], [-0.64, 0.32, -0.21], [-0.06, 0.04, -0.12], [0.17, -0.06, 0.04], [0.31, -0.30, -0.18], [0.34, -0.89, -0.32], [0.00, 0.39, 0.49], [-0.02, 0.16, -0.18], [-0.08, -0.12, -0.03], [-0.46, -0.21, 0.26], [0.16, -0.24, -0.15], [0.32, 0.14, -0.22], [-0.05, 0.04, 0.13], [0.23, -0.22, -0.22], [1.80, 0.13, -0.35], [-0.10, 0.12, -0.15], [-0.11, -0.09, -0.01], [-0.61, 0.38, -0.07], [0.19, 0.12, 0.16], [-0.37, 0.95, -0.02], [0.58, 0.05, -0.46], [-0.06, -0.19, -0.04], [-0.19, -0.54, -0.49], [0.15, 0.09, -0.04], [0.39, -0.02, -0.20], [-0.32, -0.18, 0.13], [-0.08, -0.15, -0.25], [0.08, -0.06, 0.14], [0.12, 0.11, -0.03], [0.05, -0.06, -0.12], [0.00, 0.21, 0.06], [0.04, -0.03, -0.23], [-0.16, -0.02, 0.17], [0.26, -0.65, -0.06], [0.11, 0.04, 0.04], [0.07, 0.21, -0.03], [-1.19, 0.16, 0.52], [-0.95, 0.58, -0.05], [0.12, -0.05, -0.34], [0.05, 0.01, 0.02], [-0.15, 0.05, -0.06], [-0.03, -0.44, -0.20], [-0.20, 0.18, 0.16], [0.20, 0.34, 0.18], [0.06, -0.04, -0.07], [-0.01, 0.17, 0.22], [0.18, 1.56, 0.26], [0.04, -0.05, 0.13], [-0.10, -0.09, 0.00], [0.38, -0.64, 0.47], [0.17, 0.21, -0.20], [0.65, -0.56, 1.85], [-0.20, 0.51, 0.28], [0.65, -1.49, -0.22], [0.01, -0.04, -0.14], [0.24, 0.08, -0.05], [-0.59, 0.02, -0.19], [0.66, -0.34, 0.71], [-1.85, 0.94, -0.98], [0.66, -0.07, 3.22], [-0.02, -0.19, -0.06], [-0.26, 0.09, -0.19], [-0.14, 0.27, 0.06], [0.27, 0.45, 0.12], [0.14, 0.13, 0.52], [-0.16, -0.37, 0.39]]}